# 1
Entry from the Open Molecules 2025 dataset: C2H3ClFN as an isolated structure in a non-equilibrium geometry (ωB97M-V with the def2-TZVPD basis set).

Structure (ORCA input):
```
! RIJCOSX wB97M-V def2-TZVPD def2/J DEFGRID3
* xyz 0 1
C 1.14473 0.37421 0.21954
C -0.17333 -1.14499 -0.12087
N 0.57810 1.41869 0.48752
F 0.44853 -2.22678 0.33229
Cl 2.71770 -0.22057 -0.13113
H -0.32126 -1.24640 -1.14427
H -1.13485 -0.75780 0.25069
H 1.12555 2.26620 0.71849
*
```

Summary:
**HOMO**: -9.42 eV
**Frontier orbital gap**: 10.22 eV
**Energy above the lowest of the compared OMol25 structures with the same formula, charge and spin**: 38.3 kcal per mole

---

# 2
Entry from the Open Molecules 2025 dataset: one molecule with the formula C5H7NO (ωB97M-V with the def2-TZVPD basis set).

Structure (ORCA input):
```
! RIJCOSX wB97M-V def2-TZVPD def2/J DEFGRID3
* xyz 0 1
C 0.59211 1.61458 -0.53030
C -0.01365 0.23732 -0.58548
C -0.53838 -0.36397 -1.80019
O -1.05053 -1.47580 -1.85620
C -0.37625 -1.84057 0.99645
C -0.10459 -0.64270 0.43288
N 0.18049 -0.65859 1.87581
H 1.10156 1.83471 -1.47718
H 1.34048 1.69260 0.26961
H -0.16170 2.39814 -0.36710
H -0.43510 0.25455 -2.71682
H -1.37077 -2.23470 1.19398
H -0.37265 -0.01830 2.44675
H 1.14391 -0.74423 2.18818
*
```

Summary:
**HOMO**: -7.59 eV
**Frontier orbital gap**: 7.98 eV
**Energy above the lowest of the compared OMol25 structures with the same formula, charge and spin**: 96.3 kcal per mole
**SMILES**: C/C(=C/[O-])C1=C[NH2+]1

---

# 3
Entry from the Open Molecules 2025 dataset: C34H25F3N8O4SSeSn as an isolated structure (ωB97M-V with the def2-TZVPD basis set).

Structure (ORCA input):
```
! RIJCOSX wB97M-V def2-TZVPD def2/J DEFGRID3
* xyz -2 1
Sn -0.92501 0.10553 0.03523
C 4.37001 -2.10850 -2.12919
C 4.58777 -1.37910 -0.96614
C 3.74772 -0.32830 -0.62148
C 2.66502 0.02539 -1.43599
C 2.46059 -0.71409 -2.60819
C 3.29699 -1.76760 -2.94489
N 1.78133 1.02613 -1.01967
C 1.57094 2.07399 -1.77985
C 2.34327 2.40226 -2.96940
C 2.12957 3.54741 -3.66795
C 1.11734 4.47965 -3.29691
C 0.35303 4.20903 -2.20065
C 0.54225 3.03244 -1.43630
N -0.24955 2.72722 -0.35556
N -1.01528 3.63288 0.07219
C -1.83290 3.22612 1.15031
C -2.65658 4.21010 1.69231
C -3.48391 3.88890 2.74658
C -3.47810 2.59440 3.24297
C -2.62974 1.67955 2.65352
N -1.80115 1.97999 1.64859
H 5.00739 -2.94759 -2.38232
H 5.41174 -1.63913 -0.31040
H 3.90274 0.22979 0.29638
H 1.60485 -0.47301 -3.23119
H 3.09182 -2.34482 -3.83924
H 3.11925 1.71335 -3.27459
H 2.74304 3.75507 -4.53967
H 0.94561 5.36904 -3.89081
H -0.44756 4.86982 -1.89602
H -2.64127 5.19286 1.24146
H -4.14551 4.63723 3.16804
H -4.14665 2.27894 4.03221
H -2.60766 0.65121 2.99940
F 1.35545 -5.32480 -2.02971
C 0.78425 -4.85454 -3.12506
F 1.76630 -4.81626 -4.08275
F -0.07588 -5.82938 -3.56003
C 0.08311 -3.53118 -3.03528
C -0.43265 -3.10527 -4.25043
C -1.14226 -1.92468 -4.35753
C -1.30512 -1.19611 -3.19010
N -0.80395 -1.57431 -2.02288
C -0.10162 -2.73980 -1.85795
S 0.48928 -3.08309 -0.28572
H -0.27475 -3.72214 -5.12866
H -1.56213 -1.58870 -5.29652
H -1.87589 -0.27076 -3.16778
C 3.37960 1.82221 4.08693
C 2.65157 2.17050 2.95832
C 1.59173 1.37683 2.54201
C 1.24913 0.25384 3.28084
C 1.97930 -0.10999 4.40534
C 3.04774 0.67549 4.80500
N 0.15847 -0.52236 2.76585
N -0.39133 -1.26818 3.56667
C -1.46998 -2.02184 2.97530
C -2.01958 -3.00341 3.77573
C -3.05105 -3.77513 3.25617
C -3.49167 -3.52034 1.97465
C -2.88418 -2.50111 1.25026
N -1.88469 -1.77564 1.73923
H 4.21761 2.43363 4.40161
H 2.91982 3.04704 2.38210
H 1.03550 1.60284 1.63790
H 1.70962 -1.01296 4.93766
H 3.63229 0.39092 5.67173
H -1.62991 -3.14344 4.77491
H -3.49912 -4.56268 3.84966
H -4.29832 -4.08641 1.53003
H -3.21512 -2.24806 0.25279
O -4.48241 2.33885 -0.14352
Se -4.35106 0.72052 -0.30807
O -5.41742 0.06466 -1.35150
O -2.79612 0.42559 -0.95740
O -4.32599 -0.04649 1.14739
*
```

Summary:
**HOMO**: -1.74 eV
**Frontier orbital gap**: 5.45 eV

---

# 4
Entry from the Open Molecules 2025 dataset: C7H13NO as an isolated structure in a non-equilibrium geometry (ωB97M-V with the def2-TZVPD basis set).

Structure (ORCA input):
```
! RIJCOSX wB97M-V def2-TZVPD def2/J DEFGRID3
* xyz 0 1
C 1.35843 -1.77907 0.21532
C -0.07742 -1.65359 0.31462
C -0.02905 -0.28090 1.11905
C 1.38527 -0.23812 0.45312
C -1.18461 0.63810 1.09920
C -1.47356 1.68760 0.32050
C -0.79795 2.33754 -0.85063
H 1.11531 -2.28325 -1.74518
H 2.53050 -2.90509 -0.94211
H 1.96407 -2.32734 1.02404
H -0.41097 -1.40003 -0.67286
H -0.67838 -2.39383 0.87753
H 0.06070 -0.58608 2.15210
H 1.37149 0.22103 -0.53327
H 2.11643 0.19061 1.11210
H -1.91973 0.50223 1.88759
H -2.47314 1.99478 0.56678
H -0.54339 1.59907 -1.59665
H 0.01076 3.05494 -0.53250
H -2.43117 2.55180 -1.80825
N 1.93259 -2.10306 -1.08859
O -1.82620 3.17268 -1.37192
*
```

Summary:
**HOMO**: -8.97 eV
**Frontier orbital gap**: 9.88 eV
**Energy above the lowest of the compared OMol25 structures with the same formula, charge and spin**: 74.0 kcal per mole

---

# 5
Entry from the Open Molecules 2025 dataset: an isolated ion of composition C8H13N2O and charge +1 in a non-equilibrium geometry (ωB97M-V with the def2-TZVPD basis set).

Structure (ORCA input):
```
! RIJCOSX wB97M-V def2-TZVPD def2/J DEFGRID3
* xyz 1 1
C 0.46505 1.57716 -0.09634
C -1.62526 0.81042 -0.61772
C -2.45224 0.46450 0.34569
C 1.52091 -1.58072 -0.10778
C 0.14087 -0.90641 0.19680
C 2.71026 -0.79477 0.44839
C -0.13686 0.38404 -0.62543
C -3.91666 0.55842 0.16997
N 3.45733 1.26374 -0.31257
N 2.55720 0.54303 0.03940
O 0.43555 2.67717 0.18362
H -1.98493 0.95949 -1.59711
H -1.97454 0.24673 1.32302
H 1.46508 -2.58451 0.32328
H 1.57487 -1.80076 -1.22850
H -0.59458 -1.67714 -0.12829
H 0.29440 -0.57123 1.17180
H 2.47856 -0.69683 1.57866
H 3.65887 -1.41381 0.56243
H 0.35527 0.34221 -1.64980
H -4.32477 1.20683 -0.73237
H -4.20655 -0.46449 -0.21086
H -4.33162 0.54827 1.14519
H 4.43379 0.90864 -0.18147
*
```

Summary:
**HOMO**: -13.52 eV
**Frontier orbital gap**: 9.46 eV
**Energy above the lowest of the compared OMol25 structures with the same formula, charge and spin**: 112.7 kcal per mole

---

# 6
Entry from the Open Molecules 2025 dataset: C10H20ClErIN2O2PS as an isolated structure in a non-equilibrium geometry (ωB97M-V with the def2-TZVPD basis set).

Structure (ORCA input):
```
! RIJCOSX wB97M-V def2-TZVPD def2/J DEFGRID3
* xyz 2 4
C -0.67198 -2.35466 -1.85956
C 0.52749 -1.60401 -2.36118
H -0.65497 -3.37254 -2.26615
H -1.62192 -1.88912 -2.15701
H -0.66444 -2.43840 -0.76661
O 1.68726 -1.91629 -2.08955
I 1.19698 2.44709 -0.46781
Er -0.72378 0.35054 0.76033
P 0.15030 -0.14676 -3.42449
C 1.72746 0.63522 -3.65794
C -0.48109 -0.86083 -4.93746
H -1.89128 0.44502 -2.18234
H -1.45387 1.58137 -3.51150
H -0.52808 1.63270 -2.00727
C -1.05931 0.94391 -2.70899
H -1.51542 -1.20313 -4.79404
H -0.45729 -0.07263 -5.70917
H 1.75289 1.05068 -4.67557
H 2.52431 -0.10901 -3.51434
H 0.15650 -1.70494 -5.25010
H 1.84597 1.44048 -2.91001
C 1.63855 -0.26547 0.03719
O 2.77046 -0.43434 -0.10977
Cl -3.05037 -0.25348 0.32137
S 0.30767 -1.83542 1.79356
C 0.08372 -0.70602 3.07191
N -1.08583 0.07682 3.04283
C -1.39237 0.96646 4.21623
C -0.13720 1.75549 4.49309
C 1.09120 0.89773 4.70248
N 0.97996 -0.41650 4.01741
H -1.89517 -0.53221 2.80232
H -1.71400 0.34217 5.05533
H -2.23504 1.57950 3.90248
H -0.29664 2.38855 5.37853
H 0.03958 2.44854 3.66517
H 1.22540 0.68816 5.76559
H 1.99059 1.41465 4.35558
H 1.83380 -0.96935 3.97948
*
```

Summary:
**HOMO (alpha / beta)**: -15.00 / -15.02 eV
**Expectation value of S²**: 3.7526
**Frontier orbital gap (alpha / beta)**: 7.57 / 7.66 eV

---

Q: What is the formula in the fourth record?
A: C7H13NO

---

Please write out number 6 again, unchanged.
Entry from the Open Molecules 2025 dataset: C10H20ClErIN2O2PS as an isolated structure in a non-equilibrium geometry (ωB97M-V with the def2-TZVPD basis set).

Structure (ORCA input):
```
! RIJCOSX wB97M-V def2-TZVPD def2/J DEFGRID3
* xyz 2 4
C -0.67198 -2.35466 -1.85956
C 0.52749 -1.60401 -2.36118
H -0.65497 -3.37254 -2.26615
H -1.62192 -1.88912 -2.15701
H -0.66444 -2.43840 -0.76661
O 1.68726 -1.91629 -2.08955
I 1.19698 2.44709 -0.46781
Er -0.72378 0.35054 0.76033
P 0.15030 -0.14676 -3.42449
C 1.72746 0.63522 -3.65794
C -0.48109 -0.86083 -4.93746
H -1.89128 0.44502 -2.18234
H -1.45387 1.58137 -3.51150
H -0.52808 1.63270 -2.00727
C -1.05931 0.94391 -2.70899
H -1.51542 -1.20313 -4.79404
H -0.45729 -0.07263 -5.70917
H 1.75289 1.05068 -4.67557
H 2.52431 -0.10901 -3.51434
H 0.15650 -1.70494 -5.25010
H 1.84597 1.44048 -2.91001
C 1.63855 -0.26547 0.03719
O 2.77046 -0.43434 -0.10977
Cl -3.05037 -0.25348 0.32137
S 0.30767 -1.83542 1.79356
C 0.08372 -0.70602 3.07191
N -1.08583 0.07682 3.04283
C -1.39237 0.96646 4.21623
C -0.13720 1.75549 4.49309
C 1.09120 0.89773 4.70248
N 0.97996 -0.41650 4.01741
H -1.89517 -0.53221 2.80232
H -1.71400 0.34217 5.05533
H -2.23504 1.57950 3.90248
H -0.29664 2.38855 5.37853
H 0.03958 2.44854 3.66517
H 1.22540 0.68816 5.76559
H 1.99059 1.41465 4.35558
H 1.83380 -0.96935 3.97948
*
```

Summary:
**HOMO (alpha / beta)**: -15.00 / -15.02 eV
**Expectation value of S²**: 3.7526
**Frontier orbital gap (alpha / beta)**: 7.57 / 7.66 eV